Formula: C34H28MoN2OPS2
Source: the Open Molecules 2025 dataset
Level of theory: ωB97M-V/def2-TZVPD

Summary:
- HOMO-LUMO gap (spin up / spin down): 7.339 / 7.345 eV
- E: -2702.919994 hartree

ORCA input file:
```
! wB97M-V def2-TZVPD RIJCOSX def2/J DEFGRID3
* xyz 1 1
Mo -0.19993 1.72099 0.68808
C -4.60076 1.63887 1.10331
C -3.12272 1.58877 1.32357
N -2.28422 1.76347 0.34770
N -2.81877 2.02994 -0.90579
C -1.93989 2.41536 -1.75296
S -0.21701 2.67371 -1.38224
S -2.34546 2.65147 -3.42158
C -3.96864 1.84008 -3.50482
C -3.97231 0.37958 -3.13059
C -3.03172 -0.50594 -3.64639
C -3.07209 -1.85021 -3.30803
C -4.05330 -2.32508 -2.44798
C -4.99375 -1.44739 -1.92771
C -4.94843 -0.10209 -2.26651
C -2.59511 1.34078 2.67086
C -3.36581 0.60926 3.58734
C -2.91784 0.36056 4.86566
C -1.68744 0.86861 5.28152
C -0.91065 1.60872 4.41588
C -1.35608 1.84136 3.11759
O -0.56143 2.59137 2.29834
H -4.84178 2.33867 0.30911
H -4.94824 0.65257 0.78234
H -5.12108 1.91391 2.01631
H -4.67614 2.40286 -2.89879
H -4.24703 1.97037 -4.55277
H -2.26236 -0.14322 -4.31779
H -2.33934 -2.52994 -3.72379
H -4.09666 -3.37803 -2.19932
H -5.77021 -1.81194 -1.26704
H -5.68316 0.58410 -1.86176
H -4.32211 0.21335 3.27347
H -3.52352 -0.22224 5.54530
H -1.33800 0.68428 6.28874
H 0.04683 2.01543 4.71334
C 5.76540 0.51874 -1.68807
C 5.78139 -0.14195 -0.46644
C 4.66377 -0.11432 0.35203
C 3.52574 0.57889 -0.05743
C 3.51347 1.24504 -1.28064
C 4.63411 1.21086 -2.09612
P 2.02610 0.57644 0.93579
C 2.50863 0.44531 2.67425
C 1.92526 -0.49970 3.51351
C 2.24654 -0.51738 4.86433
C 3.13929 0.41002 5.37937
C 3.71852 1.35902 4.54443
C 3.40518 1.37930 3.19599
C 0.98222 -0.83751 0.52749
C 1.27133 -2.18880 0.36262
C 0.23390 -3.03061 0.00281
C -1.05567 -2.53129 -0.20184
C -1.33781 -1.18662 -0.04313
C -0.30797 -0.32209 0.34566
H 6.64142 0.49717 -2.32255
H 6.66686 -0.67668 -0.14999
H 4.68097 -0.62055 1.30972
H 2.62989 1.78882 -1.59354
H 4.62625 1.72990 -3.04500
H 1.22518 -1.22481 3.11684
H 1.80050 -1.26105 5.51165
H 3.39048 0.39316 6.43164
H 4.41735 2.08092 4.94533
H 3.86372 2.11697 2.54728
H 2.27689 -2.56796 0.49739
H 0.42261 -4.08738 -0.13531
H -1.84457 -3.20802 -0.50366
H -2.33748 -0.82141 -0.24973
*
```